{"formula": "C7H6F2N3O7S4", "method": "ωB97M-V/def2-TZVPD", "symbols": ["O", "S", "O", "C", "C", "C", "C", "C", "O", "C", "N", "S", "N", "C", "H", "H", "H", "H", "H", "H", "N", "S", "O", "O", "F", "S", "O", "O", "F"], "xyz": [[-3.0974, 2.4485, 0.0011], [-2.1504, 1.6457, -0.7271], [-2.5656, 1.3021, -2.0527], [-1.8456, 0.0614, 0.0347], [-0.9422, -0.0263, 1.2576], [-0.1744, -1.1543, 1.3829], [0.6828, -1.3830, 2.4989], [0.8035, -0.4877, 3.5120], [1.6282, -0.7534, 4.5929], [0.0379, 0.7140, 3.4403], [0.0410, 1.6901, 4.3504], [-1.0254, 2.7672, 3.7921], [-1.4939, 2.0849, 2.4305], [-0.8259, 0.9289, 2.3168], [-0.9432, 2.2606, -0.8674], [-2.7942, -0.4436, 0.2215], [-1.3419, -0.5151, -0.7440], [-0.2499, -1.8995, 0.5996], [1.2413, -2.3101, 2.5402], [1.0748, -1.1961, 5.2472], [1.5073, 0.2652, -3.7443], [2.7079, -0.6196, -4.2952], [2.3968, -1.4450, -5.4180], [3.5934, -1.1480, -3.3068], [3.5560, 0.5603, -4.9448], [0.3587, -0.5568, -3.0636], [-0.8338, 0.2144, -2.8746], [0.7344, -1.4213, -1.9797], [-0.0802, -1.5833, -4.2007]], "forces_ev_per_a": [[0.79, 0.21, 0.76], [-2.29, -0.33, -1.43], [-1.05, 0.83, 0.37], [1.21, -0.15, 0.82], [0.16, -0.31, -0.07], [-0.24, 0.45, 0.03], [-0.08, -0.09, -0.16], [0.04, -0.37, -0.05], [-0.34, 0.12, -0.13], [0.60, -0.52, 0.03], [-0.55, 0.18, -0.31], [0.16, 0.07, 0.15], [0.11, 0.00, 0.05], [-0.31, 0.18, 0.03], [0.06, -0.20, 0.58], [-0.31, 0.56, -0.08], [-0.11, 0.19, -0.15], [0.23, -0.01, 0.04], [0.05, 0.07, 0.05], [0.20, 0.10, 0.14], [-0.11, -0.49, 0.05], [1.35, 0.04, -0.54], [-0.28, 0.03, 0.11], [-0.27, 0.06, 0.20], [-0.32, 0.18, 0.19], [-0.95, -0.62, -0.15], [1.90, -0.29, -0.57], [0.26, 0.15, 0.04], [0.08, -0.05, 0.01]], "max_force_ev_per_a": 2.7, "homo_lumo_gap_ev": 8.15, "total_charge": -1}

{"formula": "C7H6IN2O2", "method": "ωB97M-V/def2-TZVPD", "symbols": ["C", "C", "C", "C", "C", "C", "C", "N", "N", "O", "O", "I", "H", "H", "H", "H", "H", "H"], "xyz": [[-1.6571, 2.0357, -0.0367], [-1.5321, -0.6674, -0.1697], [-2.7100, 1.3193, 0.0875], [-0.3047, -0.1457, 0.0064], [0.9464, -0.8919, -0.0288], [-0.3213, 1.3765, 0.0603], [3.3047, -0.8730, -0.1000], [-3.4503, -2.0303, 0.0082], [-2.3833, -1.6108, -0.1089], [1.0768, -2.0671, 0.2359], [2.0536, -0.1659, -0.1387], [-4.6389, 0.7159, 0.0491], [-1.6004, 3.0236, 0.2256], [0.2140, 1.7624, -0.6936], [0.1415, 1.6285, 1.0057], [3.3199, -1.4971, -1.0449], [3.2501, -1.6252, 0.7145], [4.2909, -0.2874, -0.0720]], "forces_ev_per_a": [[0.91, -2.30, 1.24], [1.24, 3.54, 0.84], [-1.76, -3.20, -0.92], [-2.73, 0.62, -1.43], [3.25, -2.20, 1.75], [-1.15, -1.95, 2.00], [0.99, -2.19, -0.96], [3.01, 0.59, -0.48], [-3.84, -1.85, 0.50], [-1.82, -0.02, -0.60], [-0.10, 2.38, -0.44], [1.09, 0.70, 0.14], [-0.35, 2.77, 0.02], [2.72, 1.31, -2.69], [0.29, 0.46, 0.24], [0.20, 0.66, 0.98], [0.28, 0.72, -0.32], [-2.23, -0.04, 0.13]], "max_force_ev_per_a": 4.3, "e_above_lowest_kj_mol": 315.3, "homo_lumo_gap_ev": [8.28, 8.28], "total_charge": 1}